Entry from the OMol25 dataset: a cluster of 2 separate species, C6H15NOS in total at a distorted geometry (wB97M-V/def2-TZVPD).

Cartesian coordinates (Å):
C1 -0.374 2.525 1.910
C2 0.504 1.344 1.283
N1 -0.198 0.549 0.350
C3 0.517 -0.272 -0.681
C4 -0.306 -0.508 -1.916
C5 0.742 -1.704 0.000
C6 1.245 -2.859 -0.811
H1 -0.654 3.192 1.173
H2 -1.171 2.195 2.534
H3 0.265 3.108 2.508
H4 1.365 1.830 0.784
H5 1.063 0.802 2.064
H6 -1.049 0.209 0.843
H7 1.489 0.147 -0.560
H8 -1.179 -1.088 -1.587
H9 -0.761 0.385 -2.291
H10 0.348 -1.034 -2.630
H11 -0.264 -1.862 0.610
H12 1.510 -1.505 0.719
H13 1.517 -3.552 -0.043
H14 0.498 -3.427 -1.462
H15 2.024 -2.532 -1.457
O1 -3.963 2.597 -0.936
S1 -3.168 1.461 -0.406

Structure (SMILES) ... CCN[C@H](C)CC.O=S
Relative energy (zero: lowest compared OMol25 entry of this formula, charge and spin) ... 356.6 kJ/mol
Kohn-Sham gap (alpha / beta) ... 6.99 / 6.96 eV
2S+1 ... 1


Entry from the OMol25 dataset: the ion C6H15NP with charge +1 at a distorted geometry (wB97M-V/def2-TZVPD).

Cartesian coordinates (Å):
C1 -0.820 -2.526 -0.415
C2 -0.472 -1.581 0.451
C3 -0.213 -0.197 0.063
N1 -1.469 0.791 0.890
C4 -2.491 1.304 -0.015
P1 1.375 0.572 0.715
C5 2.500 -0.824 0.287
C6 1.714 1.672 -0.730
H1 -0.944 -3.547 -0.103
H2 -0.965 -2.323 -1.463
H3 -0.312 -1.824 1.494
H4 -0.428 0.013 -0.985
H5 -0.947 1.542 1.350
H6 -1.867 0.172 1.597
H7 -2.995 0.478 -0.513
H8 -3.231 1.882 0.537
H9 -2.034 1.949 -0.763
H10 2.455 -1.591 1.058
H11 3.514 -0.431 0.252
H12 2.239 -1.253 -0.679
H13 1.818 1.103 -1.654
H14 2.645 2.202 -0.535
H15 0.926 2.416 -0.838

Structure (SMILES) ... C=C[C@@H]([NH2+]C)P(C)C
Relative energy (zero: lowest compared OMol25 entry of this formula, charge and spin) ... 0.0 kJ/mol
Kohn-Sham gap ... 9.76 eV
2S+1 ... 1
Net charge ... +1


Entry from the OMol25 dataset: the ion C6H15NS with charge -1 at a distorted geometry (wB97M-V/def2-TZVPD).

Cartesian coordinates (Å):
C1 0.920 1.988 -0.193
C2 1.713 0.983 -1.038
S1 2.884 1.691 -2.311
C3 0.123 1.219 0.890
N1 -1.102 0.567 0.467
C4 -2.446 -1.495 0.750
C5 -1.099 -0.853 0.767
C6 -0.161 -1.836 -0.006
H1 1.573 2.757 0.268
H2 0.207 2.578 -0.822
H3 1.103 0.331 -1.689
H4 2.241 0.256 -0.419
H5 3.652 0.472 -2.441
H6 0.873 0.610 1.402
H7 -0.059 2.047 1.638
H8 -1.378 0.782 -0.480
H9 -3.236 -0.687 0.711
H10 -2.658 -1.973 -0.219
H11 -2.709 -2.147 1.617
H12 -0.680 -0.938 1.803
H13 0.877 -1.535 -0.065
H14 -0.453 -1.973 -1.056
H15 -0.187 -2.844 0.428

Relative energy (zero: lowest compared OMol25 entry of this formula, charge and spin) ... 107.3 kJ/mol
Kohn-Sham gap (alpha / beta) ... 2.29 / 7.90 eV
2S+1 ... 2
Net charge ... -1